Formula: C8H10N3OP3
Source: the Open Molecules 2025 dataset
Level of theory: wB97M-V/def2-TZVPD

Total charge: 0
Gap between HOMO and LUMO (alpha / beta) (hartree): 0.22675 / 0.20779
LUMO level (alpha / beta) (Eh): 0.0271 / -0.1152
Maximum force (eV/Å): 7.95
2S+1: 3

Geometry (Å):
C -3.99 -0.11 1.76
C -2.88 -0.15 2.56
C -3.85 0.08 0.40
C -1.63 0.15 2.09
C -2.59 0.40 -0.16
C -1.48 0.46 0.71
C 1.68 -1.83 -2.61
C 0.99 -0.89 -2.49
N 1.68 -0.69 0.73
N 3.90 -0.13 -0.40
N 1.72 1.61 -0.76
O -0.33 0.70 0.02
P 3.04 -1.32 0.58
P 3.20 1.15 -1.15
P 1.16 0.93 0.72
H -4.91 -0.63 2.16
H -2.94 -0.21 3.58
H -4.59 -0.31 -0.26
H -0.81 0.32 2.87
H -2.41 0.40 -1.23
H 2.27 -2.75 -2.73
H 3.57 1.15 -2.53
H 0.29 -0.19 -2.34
H 4.81 -0.29 -0.68
H 4.08 2.16 -0.84